Below is a structure of composition C29H18ClCuN3OS, with properties calculated with the ωB97M-V functional and the def2-TZVPD basis.

Geometry as ORCA input:
```
! RIJCOSX wB97M-V def2-TZVPD def2/J DEFGRID3
* xyz 0 2
Cu 0.1178 -0.3172 -0.0757
Cl -0.9458 -6.0900 4.1869
C -0.9268 -4.8609 2.9561
C -1.2383 -5.2102 1.6296
C -1.2434 -4.2609 0.6493
C -0.9060 -2.8959 0.9052
O -0.9301 -2.0558 -0.0585
C -0.5922 -2.5693 2.2672
C -0.3794 -1.2281 2.6951
N -0.1712 -0.2209 1.9192
C -0.1777 1.0892 2.4109
C 0.2655 1.4911 3.6452
C 0.1741 2.8430 4.0340
C -0.3485 3.7870 3.1970
C -0.7880 3.4167 1.9051
C -1.3158 4.3345 0.9687
C -1.6871 3.8953 -0.2699
C -1.5219 2.5311 -0.5838
N -1.0527 1.6540 0.2648
C -0.6891 2.0691 1.5041
C -0.6318 -3.5685 3.2674
H -1.4790 -6.2395 1.3977
H -1.4889 -4.5206 -0.3720
H -0.4704 -1.0544 3.7712
H 0.7035 0.7747 4.3284
H 0.5315 3.1275 5.0150
H -0.4185 4.8231 3.5031
H -1.4111 5.3776 1.2443
H -2.0893 4.5702 -1.0123
H -1.7788 2.1611 -1.5712
H -0.4170 -3.2955 4.2937
S 1.5985 0.2587 -4.2414
C -0.0530 -0.2598 -4.4386
C -0.7887 -0.4548 -5.6022
C -2.0949 -0.8868 -5.4763
C -2.6594 -1.1301 -4.2189
C -1.9329 -0.9406 -3.0613
C -0.6187 -0.4899 -3.1783
N 0.2394 -0.2401 -2.1301
C 1.4176 0.1492 -2.5206
C 2.4386 0.4568 -1.5236
C 3.7296 0.8619 -1.8544
C 4.6315 1.1280 -0.8381
C 4.2335 0.9852 0.4861
C 2.9391 0.5807 0.7985
C 2.0088 0.3039 -0.1959
H -0.3532 -0.2772 -6.5763
H -2.6885 -1.0465 -6.3665
H -3.6802 -1.4826 -4.1572
H -2.3371 -1.1551 -2.0805
H 4.0340 0.9690 -2.8903
H 5.6394 1.4429 -1.0741
H 4.9406 1.1911 1.2811
H 2.6622 0.4787 1.8432
*
```

The value obtained for the HOMO-LUMO gap (alpha / beta) is 6.91 / 6.90 eV. As for the max |F|: 0.51 eV Å⁻¹. The calculation puts the total energy at -3854.32511 Eh. As for the molecular weight: 555.549 g mol⁻¹.